Entry 1:
This record from the Open Molecules 2025 dataset describes a structure of composition C26H31N6O4SSeSiSr at a distorted geometry. The level of theory is the ωB97M-V functional and the def2-TZVPD basis.

Results
* 2S+1: 1
* total charge: -1
* gap between HOMO and LUMO: 3.33 eV

```
71
C26H31N6O4SSeSiSr (the ωB97M-V functional and the def2-TZVPD basis)
Sr 0.07139 -1.24739 3.55707
N 1.96007 1.21777 6.49994
C 0.79933 1.55933 5.74890
C 0.60952 2.77631 5.06894
C -0.53958 3.07552 4.38344
C -1.67955 2.32474 4.55555
C -1.60744 1.15643 5.30218
C -0.36540 0.72546 5.83445
C -0.29420 -0.62621 6.54305
C -0.35600 -0.69666 7.94857
C 0.22430 -1.72646 8.63970
C 0.60739 -2.85702 7.94955
C 0.36919 -2.95778 6.64141
C -0.07816 -1.81775 5.86651
H 2.74770 1.79228 6.36912
H 1.96631 0.30834 6.88722
H 1.38639 3.52548 4.97348
H -0.59336 4.01685 3.81377
H -2.58370 2.53399 4.03222
H -2.50233 0.56301 5.47357
H -0.78337 0.17388 8.42587
H 0.27489 -1.74591 9.74959
H 1.12685 -3.62273 8.51684
H 0.59962 -3.82345 6.11801
C 2.42226 4.62870 -4.71687
Si 1.30453 3.55740 -3.37707
C 1.74850 1.83873 -4.39587
C -0.49562 4.15577 -4.08871
Se 0.84658 3.38659 -1.07443
H 3.41573 4.21095 -4.84849
H 2.68677 5.68552 -4.70922
H 1.78261 4.42600 -5.61210
H 1.92936 2.03634 -5.41252
H 0.93764 1.02780 -4.51657
H 2.57761 1.38513 -3.83413
H -1.12172 4.74180 -3.38946
H -0.94497 3.25335 -4.55645
H -0.41121 4.93714 -4.90382
C -2.61597 1.16077 -1.32195
N -3.00459 0.46965 -0.03205
C -2.79546 1.13491 1.11322
N -1.71162 1.96837 1.09764
O -3.45271 0.84455 2.08390
H -2.82635 2.24094 -1.23411
H -3.26296 0.73967 -2.06737
H -1.57859 1.00179 -1.55279
H -3.41371 -0.48880 0.06615
H -1.03895 2.04120 0.35949
H -1.49395 2.36144 1.98672
O 3.72876 -2.41498 -1.64125
S 4.83820 -2.70810 -2.49974
O 5.64747 -1.63078 -2.83848
O 2.62262 -3.54538 -7.18177
C 1.53202 -3.12946 -6.78248
N 0.86403 -2.18497 -7.58553
C -0.32614 -1.79630 -7.21785
C -0.99821 -2.32368 -6.06344
C -0.22314 -3.14258 -5.21341
N 0.97730 -3.51195 -5.53273
C -0.50617 -3.44999 -3.78580
C -1.81639 -3.72008 -3.23750
C -1.83468 -4.13888 -1.92165
N -0.78320 -4.16565 -1.10681
C 0.40701 -3.88664 -1.56408
C 0.56459 -3.52681 -2.92371
H -0.84563 -1.03830 -7.75268
H -1.93722 -1.92168 -5.70427
H -2.71379 -3.61337 -3.77911
H -2.77135 -4.41594 -1.52929
H 1.17303 -3.89441 -0.84141
H 1.55786 -3.21380 -3.25906
```

***

Entry 2:
This record from the Open Molecules 2025 dataset describes a structure of composition C26H31N8O2S2Ti at a distorted geometry. The level of theory is the ωB97M-V functional and the def2-TZVPD basis.

Results
* 2S+1: 1
* total charge: +1
* gap between HOMO and LUMO: 7.07 eV

```
70
C26H31N8O2S2Ti (the ωB97M-V functional and the def2-TZVPD basis)
Ti -0.48350 -0.52732 0.22400
C -3.43165 1.49786 0.42884
O -2.02478 1.30123 0.62262
C -1.29011 2.39607 1.04660
C -1.76787 3.69571 1.04124
C -0.94993 4.71791 1.51377
C 0.32078 4.44958 1.99911
C 0.79400 3.14549 2.01338
C -0.00478 2.13079 1.52034
N 0.38191 0.75207 1.52522
N 1.22891 0.38860 2.39110
C 1.33521 -0.95153 2.64616
C 0.25844 -1.85906 2.46795
O -0.82624 -1.54718 1.80494
C 0.30030 -3.12150 3.13085
C 1.40619 -3.50069 3.81070
C 2.54998 -2.64812 3.94317
C 3.69695 -3.07713 4.63939
C 4.77358 -2.24273 4.78495
C 4.72953 -0.95196 4.23013
C 3.62668 -0.51747 3.53587
C 2.50931 -1.36130 3.38716
H -3.86417 1.92680 1.33160
H -3.61380 2.14389 -0.42988
H -3.85090 0.51728 0.23732
H -2.76209 3.92308 0.68656
H -1.32402 5.73310 1.50741
H 0.94241 5.25254 2.37050
H 1.77703 2.90012 2.39177
H -0.56326 -3.76422 3.03158
H 1.44132 -4.47992 4.27480
H 3.71369 -4.07607 5.05843
H 5.64848 -2.56953 5.33077
H 5.57633 -0.28834 4.35583
H 3.60139 0.47060 3.09753
N 0.13238 1.05369 -1.48878
N -0.52190 0.89691 -2.71632
C -1.50417 -0.00105 -2.88891
N -1.97400 -0.11333 -4.13601
S -2.17990 -0.95644 -1.66185
H 0.25170 2.04252 -1.29217
H 1.06179 0.62956 -1.52938
H -0.06567 1.29022 -3.52593
H -1.66908 0.48342 -4.88639
H -2.72175 -0.76031 -4.31404
C 2.76338 -2.79088 -0.18445
C 1.48923 -2.59791 -1.00688
C 0.64735 -3.87024 -0.95123
C 1.84618 -2.26170 -2.45476
N 0.71434 -1.49619 -0.45366
H 3.32841 -3.64888 -0.55918
H 2.52006 -2.96956 0.86490
H 3.39164 -1.90222 -0.23880
H 1.15252 -4.68507 -1.47507
H -0.32436 -3.71142 -1.42113
H 0.48205 -4.17949 0.08272
H 2.41294 -3.07077 -2.92143
H 2.45226 -1.35124 -2.49304
H 0.93739 -2.10395 -3.04229
S 3.22202 0.87757 -0.11917
C 4.61184 0.57249 -0.98213
N 5.68330 0.01886 -0.31881
C 6.87861 -0.24092 -0.88847
C 7.05051 0.03191 -2.20418
C 5.92084 0.54993 -2.87509
N 4.76359 0.80648 -2.32094
H 5.52581 -0.18428 0.66001
H 7.63626 -0.66411 -0.24450
H 7.98641 -0.15146 -2.70646
H 5.98667 0.75659 -3.93932
```

***

Entry 3:
This record from the Open Molecules 2025 dataset describes a structure of composition C26H31N8O2S2Ti at a distorted geometry. The level of theory is the ωB97M-V functional and the def2-TZVPD basis.

Results
* 2S+1: 1
* total charge: +1
* gap between HOMO and LUMO: 6.81 eV

```
70
C26H31N8O2S2Ti (the ωB97M-V functional and the def2-TZVPD basis)
Ti 1.68133 0.76994 0.13748
C 4.90593 0.24414 1.52358
O 3.52593 -0.05456 1.38338
C 3.06833 -1.17116 2.04908
C 3.87043 -2.13436 2.63958
C 3.28673 -3.20556 3.30448
C 1.90923 -3.30886 3.41628
C 1.09913 -2.34286 2.85028
C 1.66433 -1.28476 2.14348
N 0.93083 -0.26136 1.56328
N -0.23157 -0.00856 2.03658
C -0.80227 1.16874 1.75838
C -0.00657 2.32274 1.43368
O 1.25253 2.23644 1.14808
C -0.62507 3.59874 1.56458
C -1.94977 3.73314 1.84578
C -2.78127 2.60514 2.08668
C -4.15447 2.72594 2.36288
C -4.91557 1.61404 2.63058
C -4.33437 0.34264 2.61078
C -2.99927 0.19494 2.32398
C -2.19697 1.31804 2.06698
H 5.19533 0.30644 2.57568
H 5.51763 -0.50636 1.01578
H 5.06643 1.21324 1.05078
H 4.94523 -2.06786 2.58758
H 3.92103 -3.95326 3.75218
H 1.46983 -4.13876 3.94618
H 0.02443 -2.38216 2.92208
H -0.00287 4.46674 1.38928
H -2.39277 4.71774 1.88098
H -4.60037 3.71014 2.35728
H -5.96317 1.71864 2.86988
H -4.94587 -0.52356 2.82738
H -2.53527 -0.78016 2.29968
N 2.03863 -1.33416 -0.88552
N 2.97103 -1.32846 -1.92912
C 3.68513 -0.22576 -2.24762
N 4.51423 -0.32536 -3.30062
S 3.63453 1.20854 -1.39012
H 2.11273 -2.20186 -0.34692
H 1.05533 -1.24136 -1.21422
H 2.92733 -2.07836 -2.61932
H 4.65543 -1.18506 -3.80422
H 5.09403 0.46824 -3.52022
C -1.60467 1.81884 -1.87602
C -0.07917 1.71974 -2.07912
C 0.52363 3.14274 -2.00052
C 0.20683 1.13074 -3.48012
N 0.52763 0.92194 -1.08982
H -2.03507 2.49494 -2.60922
H -1.82317 2.19314 -0.87832
H -2.06007 0.83784 -1.99162
H 0.19683 3.73684 -2.85112
H 1.61583 3.07764 -2.00472
H 0.20163 3.62894 -1.08012
H -0.21727 1.76884 -4.25032
H -0.23017 0.13694 -3.56642
H 1.28423 1.05824 -3.63282
S -1.06167 -1.74636 -0.22652
C -2.20517 -2.32376 -1.27272
N -3.54347 -2.05886 -1.00742
C -4.53177 -2.56246 -1.76582
C -4.21937 -3.34216 -2.84322
C -2.84317 -3.53706 -3.10602
N -1.89537 -3.04886 -2.36192
H -3.73937 -1.47436 -0.20222
H -5.54817 -2.32246 -1.48702
H -4.97827 -3.77566 -3.46862
H -2.52657 -4.11516 -3.96492
```

***

What are the ΔE to the lowest compared entry with this formula, charge and spin values for these records? In order: 636.1 20.2 98.3 kJ/mol.
What are the DFT total energy values for these records? In order: -4758.6201 -3243.6192 -3243.5894 hartree.
What are the LUMO energy values for these records? In order: -0.65 -3.11 -3.39 eV.